# 1
ORCA calculation (ωB97M-V/def2-TZVPD) on 2 unconnected molecules or ions with the total composition C18H18F4NO.

ORCA input file:
```
! RIJCOSX wB97M-V def2-TZVPD def2/J DEFGRID3
* xyz 1 1
F -3.76382 -3.52240 -2.63213
C -2.82789 -0.72530 0.25670
C 0.96534 1.34154 -2.04467
H 2.06854 1.49492 -5.28901
C -1.89936 -0.90750 -0.82281
H 3.59714 -1.43400 2.37862
C 1.45447 1.20754 -4.43713
H -0.88217 -0.34845 2.89978
O 3.63806 0.57035 2.40511
H -2.70972 0.11768 0.93178
C 1.54658 1.82972 2.31500
C -0.46983 0.00900 -3.48456
C -3.88331 -1.60347 0.44689
H -1.42724 -2.30609 -2.44832
C 1.68602 1.73936 -3.15771
C 2.99002 1.75627 2.82450
C 0.38434 0.31146 -4.53898
C 2.99192 -0.62657 2.82000
C -2.16250 -2.00351 -1.70485
F 2.62803 2.73524 -3.01527
N 0.86495 0.55810 2.12900
H 2.97384 1.84995 3.92169
H -1.12452 0.92515 1.65976
H -1.39709 -0.52748 -3.67757
C -3.36588 -2.69544 -1.59276
H -0.68478 1.40769 3.28556
H 2.98713 -0.72702 3.91785
C -0.11076 0.39472 -2.15477
H 1.58549 -1.24446 1.33923
H 0.93165 -1.33315 2.99024
H -0.33088 0.35864 -0.04451
F -4.60353 -1.53189 1.62353
F 0.16955 -0.28624 -5.77099
H 1.56403 2.35677 1.34202
C -4.23741 -2.56056 -0.50946
C -0.52387 0.62242 2.52008
C 1.54504 -0.72045 2.31286
H -5.12546 -3.17956 -0.36900
H 3.56993 2.58233 2.38959
H 0.93989 2.43787 3.00375
H 1.19015 1.74424 -1.05882
C -0.74208 -0.06742 -0.96026
*
```

The value obtained for the molar mass is 340.34 g/mol. The LUMO energy is -0.24843 Eh. The electronic energy comes out at -33355.339 eV. For the largest force on an atom, the calculation gives 0.042 Eh/bohr. The value obtained for the energy relative to the best compared isomer or geometry (same formula, charge and spin) is 3.180 eV. As for the HOMO-LUMO gap: 4.3 eV.

***

# 2
ORCA calculation (ωB97M-V/def2-TZVPD) on a molecular structure, C18H18F6N11O7S4Ti.

ORCA input file:
```
! RIJCOSX wB97M-V def2-TZVPD def2/J DEFGRID3
* xyz -1 3
C -2.82940 -0.85124 -0.39621
C 4.01820 -0.12643 -4.08078
C -4.91992 1.25324 1.10832
O -2.61600 2.36412 1.47517
H 2.73350 2.45289 4.03216
F 0.23291 3.09662 -2.05967
C 2.92507 -1.72795 2.43657
H 6.30283 -0.28498 -2.74721
C -1.84092 -0.72544 4.95928
H 1.91060 -0.95508 -6.45489
S 0.55951 -1.04052 -1.51123
S -3.71977 2.66569 0.56963
N 0.43385 -0.32988 1.49298
H -2.78277 -2.02906 -2.16599
O -1.05709 1.31247 -0.32265
C -3.12663 -2.13108 -1.13460
H 0.74449 -0.47750 0.49151
F -4.22934 0.25402 1.69313
H -4.20207 -2.31954 -1.15341
N 3.11771 -0.49856 -1.88432
O -1.99603 1.16112 -2.63340
N 2.47463 1.65130 3.48239
H 3.90468 -1.95994 2.83885
H 4.87800 0.05965 -4.70703
O -1.90402 0.31648 2.95533
N 3.23032 0.52439 3.46572
N 0.59235 -1.23707 4.40966
C 1.33945 1.50292 2.76704
H 3.37044 0.02958 -6.65753
F -5.72640 0.71559 0.19416
C -1.61861 -2.33411 0.73210
O -0.78702 -2.74528 1.53641
H 2.17958 -2.36786 2.91134
F -5.71241 1.75322 2.06308
Ti -1.50434 0.75055 1.41919
N 1.42413 0.23795 2.25981
C 5.49907 -0.13397 -2.02906
N -2.54361 -0.00818 4.05427
H 0.77474 -0.54753 -4.11594
S -2.03846 1.74818 -1.33081
N 1.72266 -0.47469 -3.77467
N -3.29720 2.67160 -0.91843
C -2.33868 -3.16599 -0.32796
F -1.52505 4.25495 -2.49825
C -1.02768 3.34329 -1.65041
H 5.58702 -0.86284 -1.22673
H -1.58901 -3.68606 -0.92576
C 2.76589 -0.22822 -4.63012
C -2.43586 -1.15615 6.14253
C 2.58239 -0.32734 2.73442
F -0.92361 3.94038 -0.44464
N -1.99291 -1.03044 0.62573
C 4.16106 -0.25507 -2.68581
N -2.87745 -1.54038 7.13877
C 1.91483 -0.62801 -2.40518
H 1.82520 0.79133 -6.24987
H 0.16635 -1.27856 1.85855
H -2.97964 -3.91530 0.14123
S 0.08618 2.56351 2.49063
O -3.28794 0.32287 -0.65780
O -4.48098 3.82418 0.89550
H 5.61413 0.85577 -1.58494
C 2.45396 -0.08486 -6.08268
C -0.51074 -1.04207 4.70941
H 2.89585 -1.91068 1.36312
*
```

The value obtained for the molar mass is 790.54 g/mol. The LUMO energy (alpha / beta) is 0.05931 / 0.05555 Eh. The electronic energy comes out at -132442.109 eV. For the largest force on an atom, the calculation gives 0.143 Eh/bohr. The value obtained for the energy relative to the best compared isomer or geometry (same formula, charge and spin) is 4.383 eV. As for the HOMO-LUMO gap (alpha / beta): 3.6 / 6.4 eV. As for the expectation value of S²: 2.072.

***

# 3
ORCA calculation (ωB97M-V/def2-TZVPD) on a molecular structure, C18H18F9N3O4SSe2Ti.

ORCA input file:
```
! RIJCOSX wB97M-V def2-TZVPD def2/J DEFGRID3
* xyz 0 1
C 1.64623 0.94422 -3.90984
F 3.73703 -0.25496 -1.09545
H -2.74959 -1.57288 -4.86525
H 2.16373 -0.55141 1.09100
C -0.12917 2.39265 2.79507
H 0.13055 1.52064 3.40986
C 2.60729 2.40715 -2.05503
C 2.10429 0.44243 1.51889
F 0.74293 1.92075 -4.06380
H -3.47978 -2.44175 2.60315
F 4.54475 0.59322 -2.91226
O 1.27188 0.50131 -1.59773
H -2.06057 0.94586 3.82328
H -2.29384 2.65258 4.29611
Se -2.25780 -0.45750 0.84823
H -0.31713 -3.41800 5.34142
H 1.11031 -1.81963 4.10011
C -0.71414 -2.87340 4.49626
C -1.81237 -0.80958 -3.11253
N -1.25282 1.70509 -1.10185
O 0.90195 1.06180 1.03530
C -2.02493 -3.04472 4.06747
H -2.68595 -3.73634 4.57432
F 3.31340 3.02899 -2.99990
F 1.03477 -0.21123 -4.16624
C -2.47184 -2.32734 2.97683
H -0.31997 -4.28469 -2.56778
H -3.34315 1.90883 3.06196
C 2.20751 0.95408 -2.45620
H -1.77425 -3.85506 -4.54304
O -1.47947 2.34570 2.41066
C 0.71668 2.39861 1.54761
N -1.02365 -1.05323 -2.05577
F 3.23577 -1.12801 -3.00097
S -2.54332 2.42231 -1.27799
C -1.59328 -1.44576 2.33950
H 0.23186 2.97587 0.76299
F 3.34200 2.39113 -0.92937
Ti -0.23301 0.18271 -0.51875
C -2.10745 -1.79243 -4.02527
H 1.70611 2.81584 1.74293
F 1.52014 3.13728 -1.80256
C -2.33232 1.94361 3.46066
H 2.05832 0.36983 2.60405
C 3.46042 0.02553 -2.37051
N -0.34061 -1.27160 2.75070
C -0.50021 -2.27173 -1.85428
Se 0.50732 -2.36131 -0.27318
C -1.56115 -3.06333 -3.83610
H -2.20957 0.19103 -3.19571
F 2.60561 1.11877 -4.82390
C -0.75492 -3.31224 -2.74835
H 2.95925 1.03808 1.19634
O -3.65155 1.70301 -1.87736
C 0.07826 -1.98047 3.80141
H 0.07943 3.29971 3.38084
*
```

The value obtained for the molar mass is 749.19 g/mol. The LUMO energy is -0.04587 Eh. The electronic energy comes out at -220721.428 eV. For the largest force on an atom, the calculation gives 0.015 Eh/bohr. The value obtained for the energy relative to the best compared isomer or geometry (same formula, charge and spin) is 0.011 eV. As for the HOMO-LUMO gap: 6.4 eV.

***

# 4
ORCA calculation (ωB97M-V/def2-TZVPD) on a molecular structure, C18H18MoN4SbSe4.

ORCA input file:
```
! RIJCOSX wB97M-V def2-TZVPD def2/J DEFGRID3
* xyz 3 1
C -0.13025 -0.44861 4.28788
N -0.05988 0.22783 2.00408
C -1.08841 1.64282 3.62466
Se 11.70787 0.05096 1.93287
N -1.02574 1.53534 -0.07385
C -2.28633 0.69825 -0.12735
H -4.32008 -0.97273 0.28389
H 0.55295 -1.58867 -2.83232
H -2.74918 0.87260 -1.09925
C -3.36204 -2.89728 0.31819
N -0.10061 0.24861 -2.15638
H -0.02062 -3.28486 0.02145
Se 11.83006 -2.34549 1.18955
H 0.03916 -1.11336 -5.21450
Sb 10.78885 -0.65187 -0.19967
C -0.99588 -2.82005 0.07754
H -4.28284 -3.44893 0.45199
C 0.12368 -0.64327 -3.13526
H -1.78202 2.97980 -1.45669
H -1.61183 2.56186 3.85147
H -1.84572 2.91071 1.33984
C -2.14607 -3.56129 0.23832
H -0.04204 3.03144 -1.16850
Se 2.68881 -0.28752 -0.10376
C -3.38517 -1.51531 0.22570
Mo 0.50634 -0.00930 -0.08338
C -0.89468 2.36152 -1.30071
C -2.19821 -0.82527 0.05063
C -0.73022 0.85375 -4.77765
C -0.70164 1.36708 2.32923
H -2.97462 1.08000 0.62748
C -0.65861 1.43625 -2.46894
Se 9.73258 -0.07750 -2.14481
C -0.94207 2.31690 1.18435
H -1.45135 2.72284 -3.98108
H -1.07245 0.92340 5.64726
N -1.02397 -1.48097 -0.01720
H -0.10149 3.00886 1.09421
C -0.99229 1.76747 -3.76508
H 0.70540 -1.57532 2.65510
C -0.78738 0.72621 4.62250
C 0.20409 -0.66939 2.96824
C -0.16623 -0.37155 -4.45626
H -2.08570 -4.63805 0.30478
H 0.11400 -1.19017 5.03476
H -0.97816 1.09226 -5.80332
*
```

The value obtained for the molar mass is 823.91 g/mol. The LUMO energy is -0.33958 Eh. The electronic energy comes out at -294672.419 eV. For the largest force on an atom, the calculation gives 0.002 Eh/bohr. The value obtained for the energy relative to the best compared isomer or geometry (same formula, charge and spin) is 0.000 eV. As for the HOMO-LUMO gap: 6.6 eV.